Entry from OMol25: an isolated molecule of C16H22N2O3 (the ωB97M-V functional and the def2-TZVPD basis).

XYZ file:
```
43
Properties=species:S:1:pos:R:3
C 2.93598 -1.81578 1.54385
O 2.24548 -1.02425 0.97613
C 1.98336 0.24623 1.75064
O 2.65104 0.65486 2.77201
C 0.85211 0.93527 1.06886
C -0.37367 1.09917 2.09927
C -0.98315 -0.47244 2.16213
C -1.76470 -0.95709 1.27334
C -2.32371 -2.15679 1.30752
C -1.64743 -3.00498 2.31242
C -0.78257 -2.55777 3.24477
C -0.61228 -1.30485 3.11828
N 0.46023 0.50606 -0.21114
C -0.21851 1.50687 -1.06488
O -0.53206 2.56901 -0.72206
N -0.89105 0.77157 -2.09169
C -0.38127 -0.37562 -2.73689
C 0.57707 -0.39109 -3.79405
C 0.05284 0.76561 -4.73883
C -0.16085 2.16144 -4.24576
C -1.40575 1.80838 -3.28174
H 2.57834 -2.32333 2.31343
H 3.81972 -1.38241 1.64515
H 3.18595 -2.62870 0.72106
H 1.15293 2.16268 1.14399
H -0.17812 1.47560 3.27869
H -1.10474 1.69736 1.82797
H -2.25434 0.01734 0.54398
H -3.15366 -2.54082 0.74626
H -2.15302 -4.07311 2.33818
H -0.58805 -3.04025 4.06137
H 0.38352 -1.04065 3.78788
H 0.15456 -0.45918 -0.36449
H -0.41852 -1.08709 -1.92793
H -1.35611 -0.63998 -3.14754
H 0.64724 -1.55328 -4.27997
H 1.40236 0.08241 -3.37119
H 0.74514 0.78392 -5.57590
H -0.91723 0.36481 -5.24942
H -0.64490 2.78167 -4.94857
H 0.46919 2.52391 -3.65353
H -1.61825 2.88217 -2.59114
H -2.21331 1.38380 -3.56179
```

Properties
E_HOMO = -9.043 eV
Net charge = 0
SMILES = COC(=O)[C@H](Cc1ccccc1)NC(=O)N1CCCCC1
Energy relative to the best compared isomer or geometry (same formula, charge and spin) = 315.3 kcal/mol
Spin multiplicity = 1

Entry from OMol25: an isolated molecule of C16H22N2O7S (the ωB97M-V functional and the def2-TZVPD basis).

XYZ file:
```
48
Properties=species:S:1:pos:R:3
C -5.67162 -0.22171 2.31122
C -5.58472 0.68719 1.09278
O -4.26051 0.73562 0.56979
C -3.89890 -0.26378 -0.25351
O -4.65594 -1.15522 -0.57047
C -2.51915 -0.13739 -0.71910
C -1.88058 -1.06984 -1.54422
C -2.36971 -2.35201 -2.10344
N -0.64494 -0.61925 -1.78148
C -0.42368 0.56348 -1.11376
C 0.88646 1.15504 -1.22496
O 1.74534 0.74894 -1.98714
O 1.09988 2.19462 -0.38432
C 2.36727 2.81980 -0.46281
C 3.53048 2.01707 0.12361
O 4.66774 2.43150 0.06150
N 3.19059 0.85446 0.71471
C 4.19772 -0.12109 1.08582
C 4.83653 -0.74139 -0.17382
C 3.73876 -1.47787 -0.91646
S 2.60994 -2.02060 0.41496
O 2.56672 -3.45177 0.51894
O 1.34118 -1.34220 0.28926
C 3.51604 -1.25668 1.81318
C -1.58894 0.89748 -0.43799
C -1.82692 2.10503 0.39169
H -6.67668 -0.18772 2.72201
H -5.44164 -1.24475 2.02443
H -4.96404 0.09975 3.07188
H -6.26478 0.33273 0.31078
H -5.82463 1.72018 1.35510
H -3.41467 -2.48665 -1.84274
H -1.78863 -3.17921 -1.69620
H -2.26232 -2.36156 -3.18751
H 0.08430 -1.09804 -2.28647
H 2.62511 3.03146 -1.50753
H 2.27533 3.76255 0.08065
H 2.24592 0.50010 0.62909
H 4.96257 0.38935 1.68161
H 5.27564 0.04967 -0.78194
H 5.62938 -1.42554 0.13166
H 4.08040 -2.35668 -1.45059
H 3.16852 -0.82241 -1.57116
H 4.21306 -1.98079 2.22060
H 2.80188 -0.93427 2.56291
H -2.70011 2.64312 0.02780
H -2.03346 1.81240 1.41952
H -0.96018 2.75687 0.37214
```

Properties
E_HOMO = -8.561 eV
Net charge = 0
SMILES = CCOC(=O)c1c(C)[nH]c(C(=O)OCC(=O)N[C@@H]2CCS(=O)(=O)C2)c1C
Energy relative to the best compared isomer or geometry (same formula, charge and spin) = 0.0 kcal/mol
Spin multiplicity = 1

Entry from OMol25: an isolated molecule of C16H22N4O4S (the ωB97M-V functional and the def2-TZVPD basis).

XYZ file:
```
47
Properties=species:S:1:pos:R:3
C -1.62471 2.77167 1.19604
C -0.49599 3.82015 0.76333
O -0.88294 5.11515 1.10965
C -1.41751 5.66609 0.03593
O -2.05870 6.67496 -0.06025
N -1.13181 4.94117 -1.07571
C -0.25043 3.85278 -0.75726
C -0.51238 2.49494 -1.26877
O -1.62755 2.17452 -1.68337
N 0.56034 1.58409 -1.29936
C 0.26252 0.13444 -1.21652
C 0.55375 -0.50704 -2.55298
C -0.08468 -1.89011 -2.67706
C 0.47783 -2.97795 -3.23764
S -0.58258 -4.35541 -3.07332
C -1.67116 -3.30971 -2.12045
N -1.31033 -2.06147 -2.18222
C 1.16030 -0.66912 -0.16050
O 2.36289 -0.36175 -0.12974
N 0.78889 -1.65813 0.74135
C -0.58446 -1.92074 1.19663
C -0.51304 -1.70554 2.68774
C 0.80458 -2.44921 3.00490
C 1.73712 -2.06376 1.79764
C 2.52816 -3.34571 1.36001
H -1.82861 2.79245 2.28904
H -2.59600 3.04994 0.58954
H -1.27021 1.75133 1.04618
H 0.41032 3.48460 1.32579
H -1.89393 4.88778 -1.71710
H 0.72071 4.12452 -1.04678
H 1.50389 1.86966 -1.03121
H -0.83982 -0.00982 -1.04695
H 1.63834 -0.49497 -2.78282
H 0.03899 0.14347 -3.27071
H 1.48569 -3.02608 -3.62317
H -2.43062 -3.82006 -1.65031
H -0.87991 -2.98219 0.95401
H -1.23534 -1.14480 0.67827
H -0.62465 -0.67407 2.87157
H -1.34538 -2.14156 3.13124
H 1.33429 -2.12907 3.92941
H 0.63247 -3.58888 3.08450
H 2.48154 -1.32823 2.07864
H 2.99854 -3.09909 0.43920
H 1.90776 -4.12972 1.22112
H 3.30384 -3.48948 2.13245
```

Properties
E_HOMO = -9.381 eV
Net charge = 0
SMILES = C[C@@H]1OC(=O)N[C@@H]1C(=O)N[C@@H](Cc1cscn1)C(=O)N1CCC[C@H]1C
Energy relative to the best compared isomer or geometry (same formula, charge and spin) = 0.0 kcal/mol
Spin multiplicity = 1

Looking at LUMO level for the records above, in order, we have 0.026, 0.021, 0.018 hartree.
Looking at energy for the records above, in order, we have -957.6881, -1657.3393, -1541.0557 Eh.